{
  "formula": "C41H32MoN7O2",
  "method": "ωB97M-V/def2-TZVPD",
  "elements": ["C", "C", "C", "C", "C", "H", "H", "C", "H", "N", "C", "C", "H", "H", "H", "H", "O", "H", "H", "C", "H", "N", "C", "H", "C", "H", "C", "C", "C", "H", "N", "H", "C", "C", "C", "H", "C", "C", "H", "C", "H", "C", "H", "C", "H", "H", "C", "C", "C", "N", "O", "C", "N", "H", "C", "C", "H", "H", "Mo", "C", "N", "C", "C", "C", "C", "C", "C", "H", "H", "H", "H", "H", "C", "C", "C", "C", "C", "H", "N", "H", "C", "H", "H"],
  "coordinates": [[-2.78132, -0.13330, 1.86864], [-3.11975, -1.15742, 2.74080], [-1.71983, -4.06197, 0.17944], [2.25528, 4.22399, -2.37587], [3.35464, -0.57557, -2.74091], [-1.44073, 3.96387, 3.97735], [-2.50400, -4.33619, 0.87207], [0.36064, 0.71944, 5.21743], [-1.27648, -0.03793, -4.79255], [0.06709, 0.54552, 2.46656], [-1.89063, -6.37866, -0.78913], [0.87946, 4.11932, -2.52372], [-2.35681, -3.25199, 2.65759], [0.00938, -5.28798, -2.42371], [2.16757, -3.47744, 2.59374], [2.81623, 4.96213, -2.93297], [1.77293, 0.74394, 0.71514], [0.88781, -3.01488, -2.41458], [-2.30380, -6.66376, 0.17754], [-1.67251, 3.73774, 2.94671], [-0.63389, 2.57166, 5.04559], [0.79570, 2.33518, -0.94345], [-1.29638, -4.99776, -0.74679], [0.47462, 0.79198, 6.29217], [1.46907, -1.49205, 5.22900], [-3.78120, 0.51327, -3.81256], [-0.40559, 1.59703, 3.12045], [0.70342, -0.47278, 3.14532], [-2.40574, -2.24309, 2.28867], [2.40229, -3.39437, 5.06612], [0.27854, -1.07082, -0.69464], [-1.14040, -7.11792, -1.06775], [-2.61740, 0.78542, -1.93551], [3.78656, 0.71293, -4.87195], [0.18831, 3.16969, -1.79636], [4.41048, -0.81235, -2.70272], [-0.34005, -4.58838, -1.67418], [-1.19349, -2.77407, 0.21674], [-0.87928, 3.06549, -1.90448], [2.52601, -1.01954, -1.72277], [3.31739, 0.66498, -5.85420], [2.88945, 3.36692, -1.49442], [1.57076, -1.43071, 6.30521], [1.79096, -2.62135, 3.13817], [-2.90172, 5.47888, 2.75199], [4.04934, 1.75563, -4.68199], [1.16860, -0.71748, -1.73941], [2.86827, 0.19207, -3.79998], [1.92743, -2.57601, 4.54289], [-0.70334, 0.36018, -2.80377], [3.88809, 1.40559, 0.40199], [-1.40856, 2.32719, 0.96484], [-1.70545, -1.87300, 1.20660], [0.33645, 4.76841, -3.19569], [2.71040, 1.48251, 0.17196], [0.69081, 0.04315, -2.80464], [-3.48924, 4.97496, 0.38877], [3.95515, 3.38279, -1.31477], [-0.18056, 0.69320, 0.26223], [1.20292, -1.59792, 2.45164], [-1.32406, 0.70051, -1.65020], [-2.50187, 4.60370, 2.25885], [1.51430, 0.50490, -3.81556], [-2.84214, 0.51946, -3.29005], [2.12169, 2.45158, -0.80561], [0.15689, -3.30212, -1.67236], [0.84881, -0.42106, 4.54428], [4.71182, 0.14080, -4.90702], [-2.69550, -6.43563, -1.52438], [1.10079, 1.12195, -4.60560], [2.92440, -1.58374, -0.88915], [1.12939, -1.63150, 1.37675], [-1.59521, 0.24770, -3.80458], [-2.82224, 4.32369, 0.93920], [-0.24127, -2.35341, -0.71569], [-2.26927, 3.21472, 0.31458], [-0.25158, 1.71049, 4.52317], [-3.32635, 1.01634, -1.15859], [-1.90116, -0.54532, 0.94810], [-2.53384, 3.05674, -0.72366], [-1.15524, 2.59657, 2.32905], [-3.09237, 0.89579, 1.89278], [-3.77986, -1.11056, 3.58778]],
  "forces_ev_per_angstrom": [[0.02, 0.07, -0.04], [0.01, 0.00, -0.02], [-0.01, -0.02, 0.00], [0.00, -0.02, 0.00], [-0.03, 0.07, -0.08], [0.00, 0.00, 0.01], [0.00, -0.01, -0.01], [0.03, -0.03, 0.04], [0.00, -0.01, 0.00], [0.08, -0.24, 0.00], [0.01, 0.01, 0.01], [0.03, 0.00, 0.01], [-0.01, 0.00, 0.01], [0.01, 0.00, -0.01], [0.01, -0.01, 0.00], [0.00, 0.00, 0.00], [-0.06, 0.28, 0.27], [0.00, -0.02, -0.01], [0.00, 0.00, 0.00], [-0.03, 0.10, -0.01], [0.00, 0.01, -0.02], [0.10, -0.09, -0.25], [0.00, 0.00, -0.01], [0.01, -0.01, 0.00], [-0.02, 0.06, 0.02], [-0.01, 0.00, 0.00], [-0.03, 0.04, -0.06], [-0.04, 0.00, -0.06], [0.00, -0.12, 0.08], [0.00, -0.01, 0.00], [0.17, 0.18, -0.12], [0.00, 0.00, 0.00], [-0.09, 0.00, -0.05], [0.00, -0.01, 0.03], [-0.02, 0.00, 0.01], [0.00, -0.01, 0.00], [0.00, 0.03, 0.01], [-0.04, 0.14, 0.15], [0.03, 0.00, 0.01], [-0.08, 0.05, 0.06], [0.00, 0.00, -0.01], [0.00, 0.05, -0.04], [0.00, 0.01, 0.00], [0.02, -0.01, 0.08], [0.00, 0.01, 0.00], [0.00, 0.01, 0.00], [-0.17, -0.07, -0.12], [0.09, -0.04, 0.03], [0.01, -0.04, -0.09], [0.15, -0.07, 0.11], [-0.01, 0.01, 0.02], [0.06, -0.05, -0.29], [-0.03, -0.07, -0.27], [-0.01, 0.00, 0.00], [-0.04, -0.04, -0.23], [-0.23, 0.00, -0.11], [-0.01, 0.01, 0.01], [0.01, -0.01, 0.01], [0.01, -0.01, 0.83], [-0.01, 0.05, 0.03], [0.06, 0.01, -0.09], [0.02, -0.04, 0.02], [-0.04, 0.00, 0.03], [0.03, 0.02, 0.06], [-0.01, -0.06, 0.12], [0.00, -0.06, 0.00], [0.00, -0.03, 0.03], [0.00, 0.00, -0.01], [0.00, 0.00, -0.01], [0.00, 0.00, 0.00], [0.02, -0.01, -0.01], [0.00, 0.01, -0.02], [0.02, 0.00, -0.03], [0.02, -0.03, -0.02], [-0.02, 0.09, -0.02], [-0.01, 0.05, -0.06], [-0.02, 0.01, 0.01], [0.01, 0.02, 0.00], [-0.01, -0.09, 0.02], [-0.01, -0.03, 0.01], [0.06, -0.06, 0.04], [0.02, 0.01, -0.01], [0.00, -0.01, 0.01]],
  "mulliken_charge": [-0.397, -1.594, -0.649, -0.514, -0.971, 0.404, 0.576, -1.415, 0.495, 1.394, -1.641, -1.082, 0.511, 0.429, 0.515, 0.480, -0.102, 0.568, 0.382, -1.015, 0.510, 1.047, 0.288, 0.437, -0.896, 0.502, 0.987, -0.282, -0.177, 0.432, 1.244, 0.398, -0.780, -1.537, 0.133, 0.422, -1.392, 0.741, 0.160, -0.531, 0.369, -1.075, 0.442, -1.084, 0.430, 0.258, -0.160, 0.613, -0.784, 0.380, -0.689, 1.436, -0.144, 0.503, -0.088, -0.683, 0.482, 0.604, -2.077, -0.135, 1.492, -1.002, -0.378, -1.590, 0.583, -0.709, 0.849, 0.407, 0.305, 0.541, 0.594, 1.147, -0.165, -1.321, 0.493, 0.048, -1.306, 0.541, 0.829, 0.304, 1.525, 0.626, 0.512],
  "e_above_lowest_kcal_mol": 4.2,
  "total_charge": 1,
  "fmax_ev_per_a": 0.83,
  "e_homo_ev": [-9.64, -9.65]
}